The following is a DFT calculation (the ωB97M-V functional and the def2-TZVPD basis) of 2 unconnected molecules or ions with the total composition C3H5NO3 in a non-equilibrium geometry.

The calculation puts the energy above the lowest of the compared OMol25 structures with the same formula, charge and spin at 175.24 kcal per mole. The SMILES is [O-]/[N+](O)=C/O.C#C. The calculation puts the total energy at -10818.089 eV.

Structure (ORCA input):
```
! RIJCOSX wB97M-V def2-TZVPD def2/J DEFGRID3
* xyz 0 1
O 0.769 1.016 1.349
O 1.423 -0.908 -1.382
O 2.806 0.173 -0.005
N 1.481 -0.245 -0.381
C -2.956 0.315 0.060
C -2.808 -0.709 -0.596
C 0.526 0.276 0.296
H -0.465 0.031 -0.115
H 1.776 1.290 1.266
H -3.154 1.219 0.503
H 3.299 -0.698 0.029
H -2.697 -1.760 -1.024
*
```

The following is a DFT calculation (the ωB97M-V functional and the def2-TZVPD basis) of a single C20H30N2O6 molecule.

The calculation puts the energy above the lowest of the compared OMol25 structures with the same formula, charge and spin at 36.73 kcal per mole. The SMILES is CCOC(=O)N1CCN(C(=O)c2cc(OCC)c(OCC)c(OCC)c2)CC1. The calculation puts the total energy at -36492.254 eV.

Structure (ORCA input):
```
! RIJCOSX wB97M-V def2-TZVPD def2/J DEFGRID3
* xyz 0 1
O -4.896 1.311 -1.543
O -0.242 -2.471 1.722
O -5.905 -0.118 -0.114
O 4.242 -1.652 -1.095
O 4.543 0.915 -0.675
O 2.642 2.393 0.606
N -3.724 0.352 0.140
N -1.414 -1.218 0.267
C -1.550 -0.242 -0.787
C 4.461 -3.838 -0.017
C 5.414 1.391 0.343
C 0.641 3.626 -0.076
C 1.168 0.451 0.718
C -7.138 0.111 -0.798
C 3.193 -1.034 -0.500
C -2.679 -1.777 0.695
C 4.213 -3.050 -1.300
C -2.463 0.897 -0.314
C 1.621 3.270 1.038
C 2.359 1.079 0.373
C -8.260 -0.489 0.029
C -3.597 -0.648 1.177
C -4.845 0.566 -0.592
C 3.374 0.336 -0.249
C 0.986 -0.896 0.442
C 1.990 -1.642 -0.154
C 6.666 1.921 -0.334
C -0.263 -1.598 0.874
H 1.097 2.859 1.910
H -4.583 -1.034 1.428
H -2.013 -0.725 -1.658
H 5.025 -3.231 -2.010
H 4.490 -4.901 -0.241
H -2.669 1.593 -1.127
H -1.994 1.431 0.520
H -3.157 -0.176 2.062
H -0.571 0.138 -1.076
H 0.122 2.741 -0.437
H -8.302 -0.013 1.005
H 3.270 -3.355 -1.770
H 6.405 2.738 -1.001
H -8.094 -1.554 0.168
H 2.160 4.167 1.358
H -7.084 -0.355 -1.789
H 1.814 -2.690 -0.329
H 5.414 -3.543 0.417
H 4.925 2.183 0.923
H -0.090 4.340 0.292
H 7.129 1.132 -0.920
H -7.273 1.189 -0.936
H -3.149 -2.302 -0.145
H 5.667 0.565 1.024
H 7.370 2.277 0.413
H -2.476 -2.485 1.500
H 3.678 -3.653 0.714
H -9.207 -0.340 -0.481
H 1.181 4.069 -0.909
H 0.381 0.992 1.219
*
```

| no. | orbital gap (eV) | E_HOMO (eV) | M (g mol⁻¹) |
| --- | --- | --- | --- |
| 1 | 8.88 | -8.3 | 103.08 |
| 2 | 9.11 | -8.4 | 394.47 |